# 1
{"formula": "C5H13NOS", "method": "ωB97M-V/def2-TZVPD", "orbital_gap_ev": 9.230, "smiles": "CCC(N)=O.CSC", "e_above_lowest_ev": 0.595, "species": ["C", "C", "C", "N", "O", "H", "H", "H", "H", "H", "H", "H", "C", "S", "C", "H", "H", "H", "H", "H", "H"], "coordinates": [[0.58, 2.83, 0.54], [0.23, 1.40, 0.19], [0.07, 1.35, -1.30], [1.20, 1.35, -2.09], [-1.00, 1.34, -1.88], [1.47, 3.24, 0.06], [0.77, 3.07, 1.58], [-0.14, 3.59, 0.19], [0.87, 0.63, 0.60], [-0.72, 1.14, 0.66], [1.07, 1.72, -3.02], [2.13, 1.49, -1.71], [-2.03, -2.13, 0.09], [-0.75, -1.79, 1.41], [0.58, -3.02, 1.27], [-1.99, -3.15, -0.27], [-2.93, -2.03, 0.70], [-2.03, -1.33, -0.64], [1.18, -2.74, 2.13], [1.10, -2.88, 0.31], [0.33, -4.08, 1.20]], "nbo_charge": [-0.615, -0.519, 0.679, -0.832, -0.618, 0.201, 0.220, 0.220, 0.236, 0.241, 0.400, 0.383, -0.721, 0.130, -0.740, 0.223, 0.223, 0.235, 0.231, 0.209, 0.216]}

=====

# 2
{"formula": "C5H13NP", "method": "ωB97M-V/def2-TZVPD", "orbital_gap_ev": [8.011, 7.920], "e_above_lowest_ev": 4.472, "charge": 1, "species": ["C", "C", "C", "C", "C", "N", "P", "H", "H", "H", "H", "H", "H", "H", "H", "H", "H", "H", "H", "H"], "coordinates": [[0.15, -1.34, 1.79], [1.36, 1.11, 1.14], [-0.20, 0.01, -0.63], [0.73, -0.70, -1.67], [-1.54, -0.27, -0.83], [0.18, 1.12, 0.18], [0.55, 0.22, 2.52], [-0.84, -1.66, 2.17], [1.09, -2.00, 1.56], [2.11, 0.61, 0.59], [1.67, 2.07, 1.44], [0.06, -1.27, -2.38], [1.48, -1.27, -1.03], [1.29, 0.12, -2.18], [-1.75, -1.36, -1.00], [-2.09, 0.27, -1.70], [-2.13, 0.05, 0.03], [-0.63, 1.14, 0.81], [0.23, 2.04, -0.30], [-0.76, 0.89, 2.44]], "nbo_charge": [-0.755, -0.516, 0.258, -0.674, -0.716, -0.597, 0.671, 0.243, 0.255, 0.255, 0.257, 0.264, 0.243, 0.229, 0.272, 0.250, 0.216, 0.457, 0.435, -0.050]}

=====

# 3
{"formula": "C5H13NS", "method": "ωB97M-V/def2-TZVPD", "orbital_gap_ev": 9.579, "smiles": "CNCCCCS", "e_above_lowest_ev": 0.747, "species": ["C", "N", "C", "C", "C", "C", "S", "H", "H", "H", "H", "H", "H", "H", "H", "H", "H", "H", "H", "H"], "coordinates": [[1.52, -2.84, -0.01], [1.35, -1.46, -0.41], [0.43, -0.70, 0.44], [0.51, 0.82, 0.14], [-0.55, 1.29, -0.85], [-1.79, 1.95, -0.22], [-1.55, 3.19, 1.08], [1.95, -2.85, 1.00], [0.60, -3.44, 0.11], [2.17, -3.35, -0.71], [1.04, -1.36, -1.37], [-0.58, -1.06, 0.19], [0.58, -0.88, 1.50], [1.52, 0.95, -0.28], [0.58, 1.35, 1.09], [-0.10, 1.96, -1.59], [-0.92, 0.42, -1.39], [-2.38, 1.19, 0.21], [-2.38, 2.39, -1.02], [-1.97, 2.44, 2.10]], "nbo_charge": [-0.408, -0.628, -0.212, -0.433, -0.407, -0.516, -0.043, 0.190, 0.155, 0.201, 0.351, 0.151, 0.193, 0.224, 0.222, 0.206, 0.201, 0.213, 0.219, 0.121]}